Formula: C3H5NS2
Source: the OMol25 dataset
Level of theory: ωB97M-V/def2-TZVPD

As for the energy relative to the best compared isomer or geometry (same formula, charge and spin): 239.68 kJ/mol. Its charge is 0. The orbital gap comes out at 7.2 eV. Its multiplicity is 1.

Element x y z (Å)
S 1.63 -2.41 0.69
S 2.47 -2.02 -1.05
N 0.61 -1.45 1.26
C -0.87 1.37 -0.64
C -0.23 -0.44 1.03
C -0.19 0.12 -0.20
H -1.72 1.67 -0.09
H -0.95 1.44 -1.66
H -0.85 -0.12 1.83
H 0.38 -0.37 -0.81
H -0.28 2.21 -0.37